Below is a cluster of 2 separate species, C3H6O4 in total, with properties calculated with ωB97M-V/def2-TZVPD.

The geometry in XYZ format:
```
13
Properties=species:S:1:pos:R:3:forces:R:3
C -0.63047 -2.53353 0.56027 -0.91 -0.99 0.31
C 0.03279 -1.45232 1.33654 0.73 1.44 -0.70
O -0.37269 -0.30641 1.40300 0.04 -0.88 0.15
C 2.03767 1.25954 1.83917 1.32 0.88 1.73
O 2.63350 0.31666 2.30136 -1.01 -0.22 -0.32
O 2.21199 1.75786 0.62436 -0.88 -0.73 -1.77
H 0.06251 -3.37935 0.43315 -0.38 0.22 0.05
H -0.97812 -2.18956 -0.42028 0.15 0.13 0.24
H 1.05705 -1.66842 1.71314 -0.35 -0.10 0.33
H -1.54799 -2.88124 1.10750 0.81 0.19 -0.41
H 2.11668 1.02861 -0.02980 0.50 0.66 0.61
O 1.35306 2.17477 2.55392 -0.18 -0.48 -0.20
H 1.23735 1.84439 3.45363 0.16 -0.12 -0.03
```
Positions in Å, forces in eV/Å.

Properties
ΔE to the lowest compared entry with this formula, charge and spin = 13.0 kcal/mol
SMILES = O=C(O)O.CC=O
Charge = 0
HOMO-LUMO gap = 0.398 Eh
Highest occupied orbital energy = -10.194 eV

Below is the ion C2H4NO3P with charge -2, with properties calculated with ωB97M-V/def2-TZVPD.

The geometry in XYZ format:
```
11
Properties=species:S:1:pos:R:3:forces:R:3
C 0.06004 -0.49991 -1.93338 -1.34 -1.16 -5.13
C -0.61690 0.08945 0.12890 -3.39 0.49 3.92
N 0.29664 -0.00309 -0.73759 0.54 -0.55 -0.12
O 1.51818 0.22434 -0.42201 2.05 1.19 0.44
O -1.32387 0.35372 2.85502 -1.94 -0.61 0.61
O 1.02097 -0.17977 2.11076 -0.12 1.76 -1.66
P -0.35609 0.81941 1.81177 2.00 0.31 0.18
H 0.76553 -0.17927 -2.76414 -0.94 -0.31 1.19
H -1.06024 -0.48561 -2.14696 1.63 0.05 -0.21
H -1.63751 -0.27034 -0.06034 0.46 0.24 -0.50
H 1.33327 0.13108 1.15798 1.05 -1.42 1.29
```
Positions in Å, forces in eV/Å.

Properties
ΔE to the lowest compared entry with this formula, charge and spin = 116.7 kcal/mol
Charge = -2
HOMO-LUMO gap = 0.202 Eh
Highest occupied orbital energy = 1.996 eV

Below is a structure of composition C39H44ClMoO3PSi, with properties calculated with ωB97M-V/def2-TZVPD.

The geometry in XYZ format:
```
90
Properties=species:S:1:pos:R:3:forces:R:3
Mo 1.01451 1.45154 0.79527 1.56 0.94 1.64
C 0.70705 1.40060 4.24089 0.01 0.09 -0.11
C 1.57704 1.49712 3.01468 -0.02 -0.23 0.08
C 2.05523 0.28448 2.39865 0.21 0.28 0.11
C 3.10841 0.31481 1.44785 -0.05 0.01 0.19
C 3.94191 -0.89774 1.19595 -0.04 -0.05 -0.19
C 3.33922 1.53708 0.80929 -0.08 0.08 0.30
C 2.82897 2.77439 1.35382 0.11 -0.02 -0.07
C 3.33910 4.08452 0.81961 -0.24 -0.02 -0.11
C 2.06999 2.71522 2.53094 0.20 -0.31 -0.01
H 0.26610 2.36506 4.49622 0.03 -0.06 -0.01
H 1.30701 1.06630 5.09042 -0.01 0.04 -0.04
H -0.09317 0.67432 4.10016 -0.01 -0.02 0.00
H 1.80502 -0.65039 2.87373 -0.24 -0.23 -0.09
H 4.54986 -0.79543 0.29850 -0.05 -0.01 0.07
H 3.33861 -1.80041 1.11419 -0.03 -0.03 -0.01
H 4.60860 -1.01787 2.05456 -0.01 0.02 -0.03
H 4.07358 1.59088 0.02092 -0.03 0.00 -0.25
H 2.71726 4.91642 1.15038 0.04 -0.03 -0.02
H 3.37022 4.08523 -0.26926 0.02 0.01 -0.01
H 4.35150 4.25788 1.18063 0.08 -0.01 0.03
H 1.83611 3.62545 3.05602 -0.30 0.23 -0.09
C -0.62779 4.59994 1.93393 0.06 -0.06 0.12
P -0.83345 3.11446 0.91206 -0.30 0.36 0.19
C -1.23227 3.83462 -0.70093 0.08 -0.01 -0.04
C -2.38894 2.39757 1.50925 0.02 0.09 0.04
H -1.52959 5.20685 1.83972 0.02 0.01 0.02
H 0.22330 5.18587 1.58540 -0.01 -0.02 0.03
H -0.48743 4.34441 2.98576 -0.01 0.02 -0.07
H -1.49178 3.06359 -1.41754 -0.06 -0.12 -0.07
H -0.36870 4.38680 -1.07045 0.01 0.05 -0.03
H -2.07570 4.51678 -0.59964 -0.02 0.04 0.01
H -3.18824 3.14203 1.45188 0.06 -0.07 0.04
H -2.26580 2.07331 2.54379 -0.04 0.01 -0.01
H -2.66382 1.54401 0.89670 -0.07 -0.12 -0.09
C -1.16357 -3.85408 3.99434 0.03 0.00 -0.10
C -2.15292 -3.33144 3.16204 0.02 0.01 0.02
C -1.84219 -2.96635 1.85805 0.00 0.01 0.02
C -0.53547 -3.11604 1.36689 -0.03 -0.28 0.58
C 0.44447 -3.66156 2.20965 -0.02 0.04 0.04
C 0.13236 -4.02934 3.51592 -0.01 0.02 -0.01
Si -0.19718 -2.75049 -0.38131 -0.06 -0.05 -0.20
C -1.00016 -3.81931 -1.61832 -0.29 -0.17 -0.28
C -1.64906 -5.00419 -1.26832 -0.10 -0.07 0.09
C -2.10337 -5.87794 -2.25180 -0.02 -0.04 -0.01
C -1.90893 -5.57705 -3.59347 0.05 0.08 0.02
C -1.26500 -4.39482 -3.96071 -0.03 0.06 0.04
C -0.81742 -3.52332 -2.97792 -0.05 -0.09 -0.11
C 1.57901 -2.66571 -0.89318 0.37 0.48 -0.15
C 2.20133 -1.61482 -1.58189 0.26 -0.44 -0.05
C 3.49894 -1.74543 -2.07834 -0.15 -0.03 -0.01
C 4.19231 -2.93734 -1.90908 -0.06 -0.01 0.06
C 3.58553 -3.99952 -1.24122 0.07 0.00 0.02
C 2.29714 -3.86321 -0.74168 -0.11 -0.10 0.15
H -1.40772 -4.14129 5.01295 0.02 0.02 -0.15
H -3.17180 -3.22890 3.52539 0.16 0.01 -0.03
H -2.62783 -2.57021 1.21000 0.17 -0.11 0.17
H 1.45944 -3.81756 1.84026 -0.23 0.06 0.12
H 0.89499 -4.47309 4.15240 -0.15 0.12 -0.10
H -1.80237 -5.25328 -0.21818 0.04 0.03 -0.19
H -2.60280 -6.79974 -1.96935 0.06 0.13 -0.03
H -2.25490 -6.26448 -4.35867 0.04 0.08 0.09
H -1.10224 -4.16340 -5.00980 -0.06 -0.04 0.16
H -0.30345 -2.60713 -3.27774 -0.01 -0.20 0.03
H 1.67888 -0.69943 -1.80041 -0.17 0.28 0.07
H 3.95719 -0.91891 -2.61635 -0.07 -0.14 0.05
H 5.19510 -3.04748 -2.31053 -0.13 0.01 0.06
H 4.11340 -4.94275 -1.12263 -0.09 0.17 -0.02
H 1.82859 -4.71655 -0.24156 0.17 0.19 -0.20
C -5.39584 0.70995 -0.54270 0.03 0.14 -0.14
C -5.14343 1.18472 -1.96024 -0.47 -0.10 0.45
C -6.20352 1.58813 -2.76546 -0.21 -0.09 0.27
C -5.99526 2.04999 -4.05118 -0.18 0.08 -0.05
Cl -7.34289 2.54396 -5.01656 0.06 -0.02 0.06
C -4.71881 2.12177 -4.56788 0.39 0.01 -0.16
C -3.64914 1.70705 -3.78308 0.23 0.18 -0.38
C -3.87318 1.25788 -2.49666 0.16 0.04 0.00
O -2.81362 0.90338 -1.65438 -0.68 0.47 0.39
C -1.75606 0.26558 -2.27641 0.52 -0.22 -0.57
C -0.86064 -0.09224 -1.13204 0.59 1.69 -0.05
O -1.00632 -1.17076 -0.55768 0.07 -2.16 0.61
O -0.06145 0.77326 -0.65294 -1.02 -0.76 -1.85
H -5.44811 1.56130 0.14761 0.02 -0.12 -0.10
H -4.60673 0.04185 -0.19363 -0.07 0.03 -0.06
H -6.34927 0.18308 -0.48068 0.08 0.05 -0.02
H -7.21516 1.53881 -2.37482 0.09 -0.01 -0.06
H -4.55148 2.50740 -5.56793 -0.03 -0.12 0.11
H -2.64105 1.75830 -4.19641 -0.31 0.02 0.08
H -1.21934 0.91436 -2.96399 0.19 0.10 -0.15
H -2.08303 -0.63685 -2.79432 0.06 -0.12 -0.06
```
Positions in Å, forces in eV/Å.

Properties
ΔE to the lowest compared entry with this formula, charge and spin = 0.0 kcal/mol
Multiplicity = 3
Charge = +2
HOMO-LUMO gap (spin up / spin down) = 0.248 / 0.221 Eh
Highest occupied orbital energy (spin up / spin down) = -12.878 / -12.877 eV
⟨S²⟩ = 2.02

Below is a cluster of 2 separate species, C3H10O2S2 in total, with properties calculated with ωB97M-V/def2-TZVPD.

The geometry in XYZ format:
```
17
Properties=species:S:1:pos:R:3:forces:R:3
C 0.21326 0.41928 1.52314 -0.70 -0.83 0.42
C -0.88597 0.70382 0.53412 -0.43 0.66 -2.81
O -0.43457 1.59878 -0.60590 -0.42 -1.56 0.52
C 1.56821 -0.05745 0.91855 1.52 1.49 0.55
S 1.45530 -1.48962 -0.12245 -1.21 -1.04 -0.71
S 3.27046 -1.28295 -1.08748 0.31 -1.46 -0.31
H -0.21739 -0.37285 2.17299 0.40 0.06 -0.32
H 0.20159 1.26718 2.20910 1.18 0.18 -0.16
H -1.30997 -0.19305 0.08224 0.41 -0.24 -0.07
H -1.79746 1.18423 0.90982 0.61 0.20 0.61
H -0.42576 1.05057 -1.42697 0.08 0.54 1.15
H 2.32675 -0.40963 1.70797 -1.10 1.34 -0.89
H 2.00860 0.72302 0.18448 -0.66 -0.79 1.78
H 3.42453 -2.66906 -1.25409 -0.02 1.45 0.25
H -2.82347 -0.76313 -2.40872 -1.15 1.13 1.74
H -3.24615 0.65738 -1.71635 -0.10 -2.84 0.07
O -3.32797 -0.36654 -1.62043 1.28 1.73 -1.81
```
Positions in Å, forces in eV/Å.

Properties
ΔE to the lowest compared entry with this formula, charge and spin = 25.7 kcal/mol
SMILES = OCCCSS.O
Charge = 0
HOMO-LUMO gap = 0.319 Eh
Highest occupied orbital energy = -8.252 eV

Below is a cluster of 3 separate species, C5H16N2O in total, with properties calculated with ωB97M-V/def2-TZVPD.

The geometry in XYZ format:
```
24
Properties=species:S:1:pos:R:3:forces:R:3
N -0.71268 0.54101 1.47426 1.50 0.59 -0.83
C -0.24245 0.21422 0.25887 2.83 -0.78 5.32
C 0.84816 1.20487 -0.21336 -0.74 -0.13 -2.46
C 1.99697 1.12649 0.76631 1.04 -0.50 0.51
C 1.20701 0.93207 -1.68135 -0.03 0.85 -0.56
C 0.05622 -1.26459 -0.01389 -0.33 0.02 -2.63
N -0.88754 -1.83551 -1.06110 0.33 0.60 0.64
H -0.33084 -0.14856 2.12343 -1.29 -0.68 0.03
H -1.89907 0.98516 -0.87497 0.81 -0.76 0.22
H -1.31407 0.52586 -0.46818 -2.66 1.58 -2.11
H 0.46506 2.22576 -0.21365 -0.27 -0.09 0.34
H 2.98513 1.36582 0.36537 -0.32 0.80 -0.52
H 2.27268 0.12518 1.11961 -0.85 -0.15 0.15
H 1.78250 1.77016 1.61655 0.11 -0.18 0.13
H 1.81904 1.74157 -2.09353 0.20 -0.09 0.27
H 0.29736 1.00099 -2.28843 -0.01 -0.33 0.08
H 1.71347 -0.00201 -1.91923 -0.06 -0.07 0.25
H 0.01595 -1.96127 0.81323 0.28 0.59 0.69
H 1.00954 -1.23220 -0.54221 0.33 -0.59 0.62
H -1.72520 -1.27015 -0.99182 -0.26 -0.35 -0.19
H -1.17019 -2.73400 -0.68908 -0.13 -0.05 -0.21
H -2.16477 -0.51610 1.38849 -0.44 -0.35 0.41
H -3.45947 -1.37777 1.73180 0.00 0.27 0.05
O -2.56283 -1.41699 1.39288 -0.03 -0.17 -0.21
```
Positions in Å, forces in eV/Å.

Properties
ΔE to the lowest compared entry with this formula, charge and spin = 114.4 kcal/mol
Charge = 0
HOMO-LUMO gap = 0.289 Eh
Highest occupied orbital energy = -8.632 eV

Below is a structure of composition C15H13ClN2O2SZr, with properties calculated with ωB97M-V/def2-TZVPD.

The geometry in XYZ format:
```
35
Properties=species:S:1:pos:R:3:forces:R:3
Cl -2.69553 1.13239 -0.83626 1.03 0.28 0.05
C 0.50603 -1.50882 -1.36176 0.95 0.29 -1.35
C 1.67466 -0.75924 -0.90889 0.20 0.17 -1.12
C 1.59421 0.56374 -1.47083 -0.41 -1.03 -0.43
H 2.52558 -1.14606 -0.32997 -0.58 0.14 -0.15
C 0.39442 0.61454 -2.29646 0.88 0.15 0.03
C -0.24998 -0.65652 -2.23425 0.78 -0.37 0.08
H -1.17986 -0.91188 -2.74819 0.35 0.05 0.25
H 0.31803 -2.56650 -1.17048 0.02 0.36 -0.10
H 2.28274 1.41335 -1.28523 -0.46 -0.76 -0.23
C -0.01661 1.82336 -3.08758 -0.25 0.22 -0.10
Zr -0.21573 0.23737 0.00819 -3.04 2.73 2.22
C 0.28743 -1.64489 1.23720 0.95 -3.97 5.18
C -2.37433 -0.61251 0.10033 -2.45 -2.69 2.68
O 0.54438 -2.44911 2.04373 -1.15 3.73 -4.29
O -3.27384 -1.16289 0.65360 3.05 1.86 -2.44
H 0.35755 2.74807 -2.62690 -0.12 -0.24 -0.08
H -1.10757 1.88953 -3.18307 0.28 -0.01 0.01
H 0.40114 1.79695 -4.10773 -0.06 -0.20 0.37
N -1.96519 -0.15467 3.12144 0.61 0.14 0.85
C -1.17923 0.95714 3.15469 0.05 -0.20 -0.19
N -0.43424 1.32137 2.09724 -0.12 -1.09 -0.38
C 0.32177 2.47720 2.37508 0.28 0.15 -0.28
C 1.26015 3.06118 1.49294 -0.78 0.00 1.40
C 1.90972 4.20055 1.98650 0.41 0.13 -0.53
C 1.65247 4.74924 3.25494 -0.87 -0.45 0.72
C 0.70779 4.14396 4.11546 0.32 -0.23 -0.84
C 0.07621 2.99453 3.65233 0.41 0.31 -0.38
S -1.05864 2.01608 4.55756 -0.09 -0.69 -1.25
H -2.35632 -0.43893 4.03980 0.25 -0.06 -1.23
H -1.74740 -0.88785 2.41806 -0.64 0.86 1.26
H 1.44864 2.61435 0.49748 0.07 0.50 0.52
H 2.66007 4.68800 1.35655 -0.30 -0.14 0.25
H 2.15651 5.65246 3.60794 -0.05 -0.37 -0.35
H 0.41890 4.47132 5.10894 0.47 0.45 -0.15
```
Positions in Å, forces in eV/Å.

Properties
Charge = +2
HOMO-LUMO gap = 0.203 Eh
Highest occupied orbital energy = -14.954 eV

no.,F_max (eV/Å)
1,2.35
2,5.43
3,2.45
4,2.92
5,6.08
6,6.59